{
  "formula": "C14H23BrNO2",
  "method": "ωB97M-V/def2-TZVPD",
  "multiplicity": 1,
  "de_lowest_ev": 15.775,
  "total_charge": 1,
  "gap_ev": 7.9766,
  "e_lumo_ev": -2.6,
  "elements": ["Br", "O", "O", "N", "C", "C", "C", "C", "C", "C", "C", "C", "C", "C", "C", "C", "C", "C", "H", "H", "H", "H", "H", "H", "H", "H", "H", "H", "H", "H", "H", "H", "H", "H", "H", "H", "H", "H", "H", "H", "H"],
  "coordinates": [[-0.57696, 1.59926, -2.16362], [1.66964, 1.40311, 1.13537], [-0.62913, -1.35048, -1.44662], [1.84263, -0.65555, -0.51307], [1.20179, 1.57439, 2.58872], [3.08404, 0.15842, -1.00403], [-3.48006, -0.65442, 0.42976], [2.75932, 1.93901, 0.72177], [-2.55731, -1.49939, 0.00705], [-0.11673, -2.82733, -1.43798], [0.79471, -2.50090, -0.14057], [-3.82448, 0.63654, 0.37728], [2.19432, -2.02307, -0.50308], [-2.93915, 1.25971, -0.64976], [-4.94789, 1.49449, 0.62526], [2.94992, 1.54511, -0.89507], [-1.59857, -0.94367, -0.85313], [-1.95542, 0.67793, -0.96323], [2.09278, 2.10376, -1.47089], [-0.99900, -3.32234, -1.27112], [0.36816, -2.88026, -2.21340], [-4.34543, -1.33945, 1.24274], [3.31576, 0.03891, -2.11267], [1.09001, -3.63179, 0.01148], [0.29339, -2.16061, 0.62713], [-5.59482, 0.45873, 1.39558], [3.84475, 2.48491, -1.02099], [2.07945, 1.21660, 3.19047], [0.10765, 1.16448, 2.78307], [1.06841, 2.56630, 2.81940], [1.53104, -0.04968, 0.10649], [-5.48120, 1.99870, 0.06489], [1.15249, -0.36949, -1.49704], [-2.36946, -2.53584, 0.20753], [2.91028, -2.07736, 0.33259], [2.60844, 3.06733, 1.19848], [3.53497, 1.64083, 1.35490], [-4.50372, 2.09982, 1.55834], [3.96109, -0.26570, -0.49929], [-3.08397, 2.36814, -0.58119], [2.54828, -2.40916, -1.54156]],
  "forces_ev_per_angstrom": [[-0.7, -0.6, 0.7], [-7.8, -4.0, 3.3], [5.1, -2.5, -5.2], [3.4, 3.0, -12.6], [0.4, -2.6, -1.5], [2.0, -2.9, -2.5], [-8.6, -2.0, 7.1], [1.7, 5.2, -0.9], [5.8, -1.0, -3.6], [-3.1, 6.9, 11.1], [3.4, -10.7, -5.9], [2.7, 0.2, -6.0], [-2.1, -0.2, 0.8], [-9.5, 7.5, 6.5], [3.6, -7.8, 13.7], [-0.1, 10.2, 3.7], [-7.7, 6.4, 4.1], [13.0, -9.0, -6.1], [1.4, -1.7, 1.1], [-1.5, -2.1, 0.2], [4.8, -1.1, -8.3], [2.4, 2.1, -2.3], [-0.8, -1.0, 1.1], [-0.9, 1.5, 1.0], [-2.3, 2.1, 3.9], [0.8, 3.6, -2.2], [-1.7, -3.8, -0.5], [-1.3, -0.2, -0.1], [2.7, -0.1, -0.8], [0.1, 2.8, 0.0], [-2.6, 2.7, 5.7], [-4.9, 4.4, -6.0], [1.5, -1.1, 3.7], [-0.9, -0.4, 0.6], [0.0, -0.9, -0.6], [1.2, -1.3, -2.6], [2.4, -1.0, 0.3], [-1.6, -0.5, -2.0], [-0.2, 0.2, 0.2], [0.4, -0.9, -1.2], [-0.4, 0.9, 2.1]]
}

=====

{
  "formula": "C14H23CdN2P",
  "method": "ωB97M-V/def2-TZVPD",
  "multiplicity": 1,
  "total_charge": 0,
  "gap_ev": [7.2888, 7.2893],
  "e_lumo_ev": [-0.1, -0.1],
  "elements": ["Cd", "P", "N", "N", "C", "C", "C", "C", "C", "C", "C", "C", "C", "C", "C", "C", "C", "C", "H", "H", "H", "H", "H", "H", "H", "H", "H", "H", "H", "H", "H", "H", "H", "H", "H", "H", "H", "H", "H", "H", "H"],
  "coordinates": [[-0.12085, -0.05922, 2.01898], [2.09772, -0.78130, 0.90503], [0.52630, 3.02054, 3.28897], [-2.69009, -1.15340, -1.02800], [-0.82058, 2.68008, -1.48403], [0.29086, 1.91833, 2.97027], [0.09267, 1.20969, 0.17632], [1.56478, 2.62312, -1.11368], [2.57884, 0.99653, 0.57122], [-1.02067, 1.69275, -0.49153], [2.09560, -1.47186, -0.78259], [-3.25460, -2.45217, -0.70307], [3.43656, -1.57558, 1.81628], [-1.54404, -1.24398, -1.91521], [0.46170, 3.13096, -1.80133], [-2.41410, 1.19270, -0.20589], [-2.53531, -0.31683, 0.13291], [1.38198, 1.64401, -0.12858], [-1.23138, -0.24580, -2.24680], [-2.58411, -3.09755, -0.09890], [-2.84965, 1.73770, 0.64921], [3.10916, -1.44211, -1.21431], [-4.17373, -2.28654, -0.12955], [-1.65311, -0.72657, 0.70130], [4.39063, -1.50699, 1.28131], [3.50385, 1.00567, -0.02370], [-1.70870, 3.05146, -2.01838], [3.14920, -2.62768, 1.94462], [-1.86505, -1.84540, -2.77589], [1.74576, -2.51297, -0.70668], [2.59960, 2.93742, -1.33114], [1.40848, -0.92836, -1.44707], [-3.48013, -2.96648, -1.64046], [0.61313, 3.86536, -2.60664], [3.51856, -1.12017, 2.81065], [0.09711, -1.23286, 3.63334], [-3.41331, -0.47405, 0.78131], [-0.65529, -1.75248, -1.47490], [2.75883, 1.43253, 1.57292], [-3.05600, 1.40225, -1.07133], [-0.35056, -1.72072, 3.18500]],
  "forces_ev_per_angstrom": [[0.9, 2.0, -0.9], [-0.1, 0.9, -0.1], [-0.3, -1.6, -0.5], [-0.3, -0.2, -0.1], [-0.4, -0.4, 0.1], [0.3, 1.1, 1.4], [-0.7, -0.8, 0.1], [0.5, -0.4, 0.2], [-0.3, -0.7, 0.6], [0.9, 1.0, -0.9], [0.1, -0.5, 0.0], [0.1, 0.3, 0.0], [0.5, -0.2, -0.2], [0.0, -0.1, -0.1], [0.0, 0.2, -0.1], [-0.1, -0.5, 0.5], [-0.4, 0.1, -0.3], [0.0, 0.3, -0.5], [-0.1, -0.3, 0.0], [0.0, 0.1, -0.1], [0.2, 0.0, -0.2], [-0.3, -0.1, 0.1], [0.1, -0.2, -0.2], [-0.4, 0.3, 0.0], [0.0, -0.1, 0.3], [-0.3, 0.2, 0.1], [0.5, 0.0, 0.1], [0.2, 0.2, 0.0], [0.2, 0.3, 0.0], [0.2, 0.2, -0.2], [-0.6, 0.0, -0.1], [0.2, 0.0, 0.4], [-0.1, -0.1, 0.2], [-0.1, -0.3, 0.5], [0.0, 0.0, -0.3], [-0.8, -1.0, -0.3], [0.3, 0.1, -0.3], [-0.4, 0.2, 0.1], [0.0, 0.1, -0.5], [0.0, -0.2, 0.2], [0.5, 0.3, 0.9]]
}

=====

{
  "formula": "C14H23ClNO2",
  "method": "ωB97M-V/def2-TZVPD",
  "multiplicity": 1,
  "de_lowest_ev": 0.369,
  "smiles": "CC(C)(C)[NH2+]C[C@@H](O)COCc1ccc(Cl)cc1",
  "total_charge": 1,
  "gap_ev": 9.5287,
  "e_lumo_ev": -2.6,
  "elements": ["Cl", "O", "O", "N", "C", "C", "C", "C", "C", "C", "C", "C", "C", "C", "C", "C", "C", "C", "H", "H", "H", "H", "H", "H", "H", "H", "H", "H", "H", "H", "H", "H", "H", "H", "H", "H", "H", "H", "H", "H", "H"],
  "coordinates": [[-5.00571, 0.59686, -1.04677], [0.85800, -1.67701, 1.18477], [1.45335, -2.07654, -2.41998], [1.77061, 0.60701, 0.13983], [-0.40362, -2.11321, 1.71352], [1.18172, -1.40253, -1.23214], [0.99597, 1.90321, -0.00737], [2.10487, -0.17008, -1.08148], [-2.08065, -1.95937, -0.16744], [-3.70304, -0.19731, -0.24643], [1.31623, -2.31696, 0.00309], [1.90585, 2.93008, -0.66950], [-3.23392, 0.29414, 0.96475], [-1.58135, -1.46425, 1.03373], [0.64561, 2.32954, 1.41421], [-0.26745, 1.66461, -0.81958], [-3.13109, -1.33024, -0.81005], [-2.17652, -0.33797, 1.59349], [-3.69725, 1.15932, 1.41027], [0.77200, -3.24729, -0.17798], [0.09726, 3.26628, 1.39358], [-1.65959, -2.85261, -0.60409], [2.63209, 0.84792, 0.63693], [-0.46533, -3.20298, 1.64491], [-1.82475, 0.03670, 2.54401], [2.01574, 0.45324, -1.97155], [2.37256, -2.56827, 0.16654], [-0.36798, -1.82874, 2.76762], [1.39026, 3.88358, -0.73234], [1.53848, 2.48434, 2.01621], [3.14044, -0.51420, -1.01839], [2.81478, 3.08423, -0.09162], [2.31189, -2.51645, -2.38547], [-3.51321, -1.72122, -1.73885], [0.14063, -1.07333, -1.32234], [1.24461, -0.06714, 0.75911], [-0.89352, 0.90523, -0.35935], [2.17877, 2.64170, -1.68083], [-0.04919, 1.37804, -1.84380], [-0.84331, 2.58463, -0.85693], [0.01578, 1.58703, 1.89769]],
  "forces_ev_per_angstrom": [[-0.1, 0.0, 0.0], [0.1, 0.1, 0.0], [0.2, -0.1, -0.2], [0.0, -0.1, 0.5], [-0.3, 0.0, 0.2], [0.0, 0.3, 0.7], [-0.2, 0.5, 0.0], [-0.1, -0.5, -0.8], [0.0, 0.1, 0.2], [0.2, -0.1, 0.2], [0.0, -0.2, -0.4], [0.0, -0.2, 0.0], [-0.1, 0.0, -0.1], [0.1, 0.0, 0.1], [0.1, -0.1, -0.1], [0.1, -0.1, 0.0], [-0.1, 0.1, -0.1], [0.0, -0.2, -0.1], [-0.1, 0.1, 0.0], [0.0, 0.0, 0.0], [0.0, 0.1, 0.0], [0.1, -0.1, -0.1], [-0.1, -0.1, 0.0], [0.1, 0.1, 0.0], [0.0, 0.0, 0.1], [0.0, 0.0, 0.2], [-0.1, 0.0, -0.1], [-0.1, -0.1, -0.1], [-0.1, 0.1, 0.0], [0.1, 0.0, 0.1], [-0.1, 0.1, 0.1], [0.1, 0.0, 0.1], [0.0, 0.0, 0.0], [-0.1, 0.0, -0.1], [0.2, 0.0, 0.1], [0.2, 0.4, -0.1], [-0.1, -0.1, 0.0], [0.0, 0.0, -0.1], [0.0, 0.0, -0.2], [0.0, 0.1, 0.0], [-0.1, -0.1, 0.1]]
}

=====

Number 1: strongest force on any atom 0.3290 Eh/bohr, calculated total energy -3325.70395 Ha. Number 2: strongest force on any atom 0.0461 Eh/bohr, calculated total energy -1165.70606 Ha. Number 3: strongest force on any atom 0.0185 Eh/bohr, calculated total energy -1212.46584 Ha.